The following is a quantum chemistry calculation of a structure of composition C30H51F17N2NbO2 in a non-equilibrium geometry, from OMol25.

CARTESIAN COORDINATES (ANGSTROEM)
C: 4.0249 4.1666 -0.5407
C: 4.0600 2.8020 -0.1256
C: 4.3627 1.2575 0.4183
C: 4.5414 0.1743 -0.8068
C: 3.0854 -0.4284 -1.3665
Nb: 3.6903 -2.0448 -2.9196
N: 1.6600 -2.7005 -3.1938
N: 3.3288 -0.5343 -4.4540
C: 4.4108 -3.5696 -4.4733
C: 5.5646 -2.8593 -5.3996
F: 6.0563 -3.7899 -6.4760
C: 4.0801 -3.4357 -1.1587
C: 2.9273 -4.5710 -0.8932
C: 1.8975 -4.1602 0.3590
C: 0.4769 -4.9888 0.3235
C: -0.4384 -4.7250 -1.0134
C: -0.8478 -3.1446 -1.1747
C: -1.9973 -2.6218 -0.1291
C: -3.3732 -2.3866 -1.0323
C: -4.5387 -1.7554 -0.0645
C: -5.1202 -0.4013 -0.7831
C: -6.4311 -0.8357 -1.6669
C: -6.4835 -0.2052 -3.1795
C: -8.0123 0.3239 -3.4979
H: 4.3100 5.3064 -0.7161
H: 3.5569 0.9087 1.2120
H: 5.4054 1.2872 0.9965
H: 5.1103 0.5984 -1.7433
H: 5.1972 -0.7267 -0.3847
H: 2.3928 0.3985 -1.8204
H: 2.6049 -0.9834 -0.4257
H: 5.4177 -1.4023 -2.8459
H: 1.2887 -2.1683 -4.0372
H: 1.6044 -3.7060 -3.4991
H: 2.3129 -0.2627 -4.3068
H: 3.8679 0.3213 -4.1475
H: 4.8677 -4.4788 -3.8758
H: 3.4816 -3.8528 -5.1305
H: 5.1564 -1.9023 -5.9647
H: 6.4800 -2.5197 -4.7254
H: 4.1335 -2.7645 -0.1890
H: 5.1288 -3.9788 -1.3010
H: 3.5020 -5.5374 -0.4920
H: 2.3526 -4.9243 -1.8537
H: 2.4583 -4.5176 1.3503
H: 1.7061 -3.0030 0.4285
H: -0.1550 -4.5931 1.2509
H: 0.5821 -6.1480 0.4818
H: -1.4088 -5.4078 -1.0512
H: 0.1769 -5.0123 -1.9913
H: 0.1216 -2.4882 -0.9990
H: -1.2148 -2.9153 -2.2722
H: -1.6583 -1.5616 0.2549
H: -2.1597 -3.3076 0.8050
H: -3.6409 -3.4186 -1.5206
H: -3.0643 -1.5864 -1.8613
H: -5.3642 -2.5645 0.1245
H: -4.0032 -1.4410 0.9536
H: -4.3440 0.1534 -1.4610
H: -5.4272 0.3631 0.0807
H: -7.3960 -0.5635 -1.0575
H: -6.4160 -2.0234 -1.7522
H: -6.1976 -1.0575 -3.9638
H: -5.6586 0.6215 -3.2859
H: -7.9122 1.3842 -3.9937
H: -8.6699 0.4229 -2.5264
H: -8.5350 -0.4670 -4.1995
C: -4.2512 -1.5271 5.2624
C: -4.6291 -1.8148 3.8013
C: -6.1164 -2.0418 3.5554
F: -6.5861 -3.1201 4.2260
F: -6.3529 -2.2825 2.2380
F: -3.8860 -2.8586 3.3441
F: -4.2366 -0.7298 3.0612
O: -3.7642 -2.6404 6.0143
C: -4.7651 -3.4601 6.6155
C: -4.7548 -4.8970 6.0808
F: -4.9743 -4.9349 4.7427
F: -5.7370 -5.6414 6.6551
F: -5.9723 -2.8585 6.4844
F: -4.4913 -3.4610 7.9473
H: -3.4042 -0.8311 5.2315
H: -5.0345 -0.9790 5.7993
H: -6.7063 -1.1684 3.8438
H: -3.7955 -5.3818 6.2787
C: 5.1140 8.5206 1.6520
C: 4.8083 8.6030 0.1486
C: 4.9305 9.9970 -0.4562
F: 4.0574 10.8718 0.0965
F: 4.6476 9.9687 -1.7861
F: 3.5813 8.0654 -0.0886
F: 5.7009 7.7823 -0.4908
O: 3.9810 8.5269 2.5228
C: 3.4814 9.8170 2.8708
C: 2.0464 10.0485 2.3833
F: 1.9537 9.9475 1.0337
F: 1.6127 11.2955 2.7085
F: 4.3457 10.7636 2.4312
F: 3.5229 9.8755 4.2286
H: 5.5781 7.5413 1.8200
H: 5.8781 9.2416 1.9658
H: 5.9417 10.3946 -0.3409
H: 1.3606 9.3203 2.8235

Results
charge	-1
HOMO-LUMO gap	6.29	eV